Formula: CHNO2S
Source: the OMol25 dataset
Level of theory: ωB97M-V with the def2-TZVPD basis set

Summary:
Kohn-Sham gap (spin up / spin down)   7.457 / 8.293 eV
2S+1   1
LUMO energy (spin up / spin down)   -1.70 / -1.89 eV
E_HOMO (spin up / spin down)   -0.3364 / -0.3743 hartree
Energy   -641.83731 hartree
Total charge   0

```
6
Properties=species:S:1:pos:R:3:forces:R:3
C -0.08139 0.66448 0.09164 2.72 -0.69 0.42
N -0.42902 -0.74691 -0.03203 -0.12 0.23 -0.37
O -0.74327 -1.01708 -1.16993 -0.22 -0.01 -0.54
O -0.27887 -1.53803 0.86262 -0.02 0.57 0.54
S -0.50570 2.12647 -0.09499 -0.89 0.03 0.08
H 2.03824 0.51107 0.34269 -1.47 -0.14 -0.13
```
Forces are in eV/Å.

Listed below, in e, are the natural (NBO) charges computed for each atom: -0.152, 0.442, -0.333, -0.324, 0.333, 0.035



Formula: CHNO2S
Source: the OMol25 dataset
Level of theory: ωB97M-V with the def2-TZVPD basis set

Summary:
Kohn-Sham gap   7.950 eV
2S+1   1
LUMO energy   -2.08 eV
E_HOMO   -0.3685 hartree
Energy   -641.88192 hartree
Total charge   0

```
6
Properties=species:S:1:pos:R:3:forces:R:3
C -0.06753 1.87713 0.58217 -0.22 4.36 -0.21
N -1.15323 1.24126 1.27099 -2.25 1.58 -1.21
O -2.00008 2.04901 1.63149 0.02 -0.97 0.66
O -1.17118 0.05381 1.30396 -0.36 -1.31 0.69
S 1.36849 1.52458 1.09215 0.87 0.22 -0.68
H -0.78600 3.39035 0.12589 1.93 -3.89 0.76
```
Forces are in eV/Å.

Listed below, in e, are the natural (NBO) charges computed for each atom: -0.241, 0.432, -0.357, -0.318, 0.258, 0.226



Formula: CHNO2S3
Source: the OMol25 dataset
Level of theory: ωB97M-V with the def2-TZVPD basis set

Summary:
Kohn-Sham gap   5.725 eV
2S+1   1
LUMO energy   4.63 eV
E_HOMO   -0.0401 hartree
Energy   -1438.37780 hartree
Total charge   -2

```
8
Properties=species:S:1:pos:R:3:forces:R:3
C -0.57633 10.53379 -6.19183 0.91 0.09 -0.94
N -2.33713 9.63145 -5.76053 0.62 2.41 1.06
O -3.91272 10.58291 -3.99362 1.12 1.02 -0.97
O -1.60241 11.48738 -3.93423 -1.84 -0.88 -1.78
S 0.66909 9.53106 -6.27472 -0.69 -0.05 0.18
S 0.07039 -0.25480 0.49640 -0.37 1.11 0.27
S -2.61639 10.70110 -4.71430 -0.12 -2.51 2.41
H -0.35612 1.05690 0.73839 0.39 -1.19 -0.23
```
Forces are in eV/Å.

Listed below, in e, are the natural (NBO) charges computed for each atom: -0.251, -0.872, -0.929, -0.883, -0.141, -1.088, 2.076, 0.088



Formula: CHNO3
Source: the OMol25 dataset
Level of theory: ωB97M-V with the def2-TZVPD basis set

Summary:
Kohn-Sham gap   9.955 eV
SMILES   O=C[N+](=O)[O-]
2S+1   1
LUMO energy   -1.45 eV
E_HOMO   -0.4192 hartree
Energy   -319.03577 hartree
Total charge   0

```
6
Properties=species:S:1:pos:R:3:forces:R:3
O 0.42424 0.91745 -1.27626 0.94 0.54 0.99
C 0.48183 0.57311 -0.14438 -2.63 -1.19 -4.74
N -0.41147 -0.59206 0.21281 -0.12 0.00 -1.88
O -0.81357 -1.08570 -0.86436 -0.39 -0.71 3.90
O -0.60031 -0.76434 1.42050 -0.35 -0.69 -2.18
H 0.91929 0.95154 0.65169 2.54 2.05 3.91
```
Forces are in eV/Å.

Listed below, in e, are the natural (NBO) charges computed for each atom: -0.392, 0.482, 0.426, -0.320, -0.341, 0.145



Formula: CHNO3
Source: the OMol25 dataset
Level of theory: ωB97M-V with the def2-TZVPD basis set

Summary:
Kohn-Sham gap   9.166 eV
SMILES   O=CON=O
2S+1   1
LUMO energy   -1.44 eV
E_HOMO   -0.3897 hartree
Energy   -319.07965 hartree
Total charge   0

```
6
Properties=species:S:1:pos:R:3:forces:R:3
O 1.80698 0.33545 -0.29063 -0.63 -0.45 2.25
C 1.14800 0.02584 0.69230 1.18 0.58 -1.96
O -0.13014 -0.32245 0.50946 -0.47 -0.38 1.97
N -0.74362 -0.68066 1.97888 -1.61 -0.25 -1.82
O -1.83728 -0.98174 1.81882 1.71 0.43 0.56
H 1.49820 -0.00276 1.76756 -0.17 0.07 -1.01
```
Forces are in eV/Å.

Listed below, in e, are the natural (NBO) charges computed for each atom: -0.552, 0.608, -0.471, 0.438, -0.141, 0.118



Formula: CHNO3S3
Source: the OMol25 dataset
Level of theory: ωB97M-V with the def2-TZVPD basis set

Summary:
Kohn-Sham gap   7.636 eV
2S+1   1
LUMO energy   -0.75 eV
E_HOMO   -0.3082 hartree
Energy   -1513.59905 hartree
Total charge   0

```
9
Properties=species:S:1:pos:R:3:forces:R:3
C 0.14959 0.81531 -0.62553 -0.57 1.21 0.39
N 0.27821 -0.61194 1.11163 -0.57 0.40 -0.47
O -0.16513 -0.36559 -1.20560 0.00 -1.45 -0.19
O -1.44497 -2.26216 0.35680 -1.14 -0.25 0.25
O 0.87720 0.54651 0.51751 0.57 -0.42 0.41
S -1.10444 2.09807 -0.51385 -0.60 -0.22 0.35
S 0.69766 2.48636 -1.46722 0.27 -2.10 0.33
S -0.16325 -1.84186 -0.06350 1.84 3.07 -0.90
H 0.87512 -0.86470 1.88976 0.21 -0.23 -0.16
```
Forces are in eV/Å.

Listed below, in e, are the natural (NBO) charges computed for each atom: 0.327, -0.566, -0.713, -0.824, -0.371, 0.089, 0.044, 1.616, 0.398



Formula: CHNO4
Source: the OMol25 dataset
Level of theory: ωB97M-V with the def2-TZVPD basis set

Summary:
Kohn-Sham gap (spin up / spin down)   9.113 / 8.958 eV
2S+1   1
LUMO energy (spin up / spin down)   -0.93 / -0.97 eV
E_HOMO (spin up / spin down)   -0.3691 / -0.3650 hartree
Energy   -394.27236 hartree
Total charge   0

```
7
Properties=species:S:1:pos:R:3:forces:R:3
C -2.99330 -0.00640 -0.16590 0.28 0.27 -0.31
N 0.71919 -2.17777 -0.68710 -0.48 0.11 0.40
O -2.43310 0.52166 -1.01501 0.55 0.70 -1.18
O -3.57631 -0.53140 0.66516 -0.88 -0.88 1.37
O -0.20301 -0.32852 0.57305 -0.62 1.18 1.11
O -0.09329 -1.88882 0.03290 0.79 -1.30 -0.99
H 0.46645 0.19788 0.12253 0.36 -0.07 -0.40
```
Forces are in eV/Å.

Listed below, in e, are the natural (NBO) charges computed for each atom: 1.034, 0.206, -0.519, -0.516, -0.703, 0.066, 0.433



Formula: CHNO4S
Source: the OMol25 dataset
Level of theory: ωB97M-V with the def2-TZVPD basis set

Summary:
Kohn-Sham gap   12.120 eV
2S+1   1
LUMO energy   0.37 eV
E_HOMO   -0.4318 hartree
Energy   -792.55931 hartree
Total charge   0

```
8
Properties=species:S:1:pos:R:3:forces:R:3
C 0.72020 -0.07637 -0.36450 1.78 0.14 -1.69
N 1.75630 -0.45806 -0.94546 -0.69 0.76 1.71
O -0.61728 -0.11647 -0.74039 -0.03 -0.23 0.44
O -1.26481 -0.81023 1.52236 -0.71 -1.24 1.39
O 0.62913 0.62804 0.82537 -1.21 -0.41 -0.27
O -1.87210 1.45701 0.73966 0.17 0.45 0.25
S -1.03080 0.33399 0.77083 1.17 0.69 -1.38
H 1.67935 -0.95792 -1.80787 -0.47 -0.15 -0.43
```
Forces are in eV/Å.

Listed below, in e, are the natural (NBO) charges computed for each atom: 0.737, -0.665, -0.654, -0.856, -0.620, -0.828, 2.500, 0.387



Formula: CHNO4S
Source: the OMol25 dataset
Level of theory: ωB97M-V with the def2-TZVPD basis set

Summary:
Kohn-Sham gap (spin up / spin down)   8.766 / 8.764 eV
2S+1   1
LUMO energy (spin up / spin down)   -1.54 / -1.54 eV
E_HOMO (spin up / spin down)   -0.3786 / -0.3786 hartree
Energy   -792.34685 hartree
Total charge   0

```
8
Properties=species:S:1:pos:R:3:forces:R:3
C -0.06381 0.38990 -0.03986 1.57 2.19 0.35
N 1.71760 1.48046 -0.01663 -3.80 -1.79 0.32
O 2.17123 1.60929 -1.08364 0.62 0.26 -0.43
O 2.00114 1.78781 1.08316 0.61 0.26 0.17
O -2.65986 0.46988 -0.15760 0.05 0.35 0.68
O -1.40183 2.52662 -0.77707 -0.03 0.06 0.52
S -1.46038 1.25680 -0.12036 0.99 -0.99 -1.69
H 0.02582 -0.34188 0.74416 -0.02 -0.35 0.08
```
Forces are in eV/Å.

Listed below, in e, are the natural (NBO) charges computed for each atom: -0.648, 0.617, -0.257, -0.284, -0.831, -0.834, 2.011, 0.226



Formula: CHNO6S
Source: the OMol25 dataset
Level of theory: ωB97M-V with the def2-TZVPD basis set

Summary:
Kohn-Sham gap   8.571 eV
2S+1   1
LUMO energy   -1.54 eV
E_HOMO   -0.3715 hartree
Energy   -943.02039 hartree
Total charge   0

```
10
Properties=species:S:1:pos:R:3:forces:R:3
C -1.59493 0.36801 2.40303 0.32 0.10 -0.32
N -0.33872 0.43712 -1.49037 0.34 0.58 1.62
O -2.54546 0.51093 3.01374 -1.60 0.17 1.06
O -1.37609 0.99793 -1.53518 0.35 -0.69 -1.09
O 2.54277 0.80495 0.24480 -0.24 -0.17 0.72
O 1.69914 -1.22238 -0.69843 0.12 -1.01 0.42
O -0.14370 -0.59450 -2.34394 -0.45 -0.82 0.09
O -0.63663 0.23941 1.78264 1.11 -0.22 -0.69
S 1.82143 -0.40985 0.47931 0.87 0.89 -0.75
H 0.57217 -1.13162 -1.85560 -0.83 1.18 -1.07
```
Forces are in eV/Å.

Listed below, in e, are the natural (NBO) charges computed for each atom: 1.038, 0.301, -0.487, -0.293, -0.797, -0.898, -0.540, -0.551, 1.721, 0.508



What energy relative to the best compared isomer or geometry (same formula, charge and spin) values result from the calculations? In sequence: 665.0; 547.9; 424.6; 219.9; 104.7; 276.7; 237.7; 0.0; 557.8; 1.9 kJ/mol.